Here is 15 unconnected molecules or ions with the total composition C30H90O15 from the OMol25 dataset. Energies are from ωB97M-V/def2-TZVPD.

Each line ends with the Mulliken charge.
CARTESIAN COORDINATES (ANGSTROEM)
O1 2.302377 2.965704 4.586385  -0.461
O2 -2.960643 -3.220589 -5.251765  -0.595
O3 -2.125488 -2.771024 5.374670  -0.592
O4 7.248949 -1.333811 0.913678  -0.555
O5 -3.999434 -0.504094 -1.212562  0.270
O6 1.207567 -1.983907 -3.383545  -0.474
O7 -4.069346 1.542243 0.870774  -0.488
O8 5.650403 4.402134 1.629696  -0.606
O9 -1.900769 4.971878 0.798565  -0.570
O10 -2.739957 -2.733637 -0.103587  0.738
O11 1.487336 0.746421 -0.137573  2.448
O12 2.525001 0.987628 2.508108  -0.042
O13 -0.305819 -3.491542 -1.426808  0.282
O14 1.493666 3.041627 -1.771912  -0.363
O15 -1.982053 3.430605 -4.867245  -0.548
C1 -0.790604 0.586093 0.738198  0.939
C2 2.504560 -1.785349 -2.834879  0.547
C3 -0.078307 2.967907 4.262877  0.198
C4 -2.356508 -2.896501 3.964900  -0.755
C5 -1.922990 1.924388 -2.971193  0.088
C6 -0.507583 5.049570 0.331063  -0.195
C7 4.661638 3.416375 1.771530  -0.497
C8 0.232921 0.066008 -0.217278  0.570
C9 -1.925777 -1.622004 -3.826568  -0.453
C10 4.448334 2.628676 0.509808  0.539
C11 6.425815 -0.185698 0.599245  -0.729
C12 0.400215 4.643278 1.464499  -0.148
C13 -1.528755 -1.916547 3.145633  0.241
C14 3.465470 2.414217 -3.075259  -0.907
C15 -1.891882 2.023811 -4.477741  -0.601
C16 5.211256 -0.676882 -0.141170  -0.276
C17 -3.133141 -4.962234 0.702769  -1.176
C18 3.380769 -3.011801 -2.983456  -1.069
C19 -2.402071 -3.042975 -3.952002  -0.016
C20 -4.477308 0.968924 2.152610  -0.320
C21 2.258933 -0.213156 3.253145  -0.349
C22 -3.744937 -3.739431 0.051080  -0.131
C23 -5.099996 -0.687096 -2.125737  -0.423
C24 0.378787 -4.550958 -0.740233  -0.645
C25 2.689691 -1.418017 2.461031  -0.629
C26 0.970892 -4.034462 0.559246  0.072
C27 1.974640 2.714251 -3.094219  -0.001
C28 -4.818348 -0.505139 1.950167  -0.545
C29 1.045235 2.730428 5.246414  -0.523
C30 -5.293970 0.498227 -3.052760  -1.173
H1 6.933820 0.571722 -0.006770  0.443
H2 2.838930 -3.880337 -2.603969  0.189
H3 -1.155226 -3.253581 -0.999669  -0.218
H4 1.771770 3.616781 -3.678838  0.412
H5 -2.644605 -4.686083 1.636905  0.083
H6 -4.383590 0.737983 -3.599376  -0.003
H7 2.317375 -1.366445 1.436448  -0.559
H8 -0.271391 6.053764 -0.050220  0.409
H9 3.536729 2.040995 0.572032  -0.399
H10 -1.104500 2.482933 -2.550497  0.317
H11 -2.871938 2.275079 -2.546334  0.247
H12 -0.945811 1.607748 -4.851567  0.167
H13 1.381946 1.884861 -3.498859  0.032
H14 -4.561400 -3.352910 0.677270  0.318
H15 -0.828212 1.685836 0.756109  -0.363
H16 3.656404 1.629454 -2.327440  -0.053
H17 -4.150317 -3.990688 -0.938681  0.323
H18 -1.650558 -1.423121 -2.785655  -0.430
H19 4.366494 3.298330 -0.348784  0.289
H20 0.093538 3.938846 3.779986  0.038
H21 5.007551 2.744366 2.558270  0.192
H22 0.431717 -1.004372 -0.037122  -0.484
H23 4.767213 -1.527247 0.386715  0.128
H24 5.269720 5.121191 1.115535  0.351
H25 1.164926 -4.839050 -1.432275  0.418
H26 -5.313216 -0.904246 2.835441  0.533
H27 2.782248 -0.150202 4.215833  0.526
H28 -0.124756 2.224754 3.467020  -0.617
H29 -2.708055 1.456690 -4.943888  0.473
H30 4.060059 3.261361 -2.731778  0.286
H31 0.671583 -2.498408 -2.756393  0.177
H32 -2.581520 -1.982245 5.680267  0.344
H33 -4.226574 0.153391 -0.517039  -0.402
H34 3.722301 3.850474 2.133013  0.160
H35 8.047952 -1.036266 1.358468  0.321
H36 -2.437760 3.500363 -5.709081  0.304
H37 0.087960 3.689373 1.884438  -0.517
H38 -0.116380 0.097302 -1.249984  -0.146
H39 -2.758244 -0.959518 -4.070601  0.402
H40 -3.645602 1.102399 2.857329  0.191
H41 3.778040 -1.417339 2.370733  0.423
H42 4.482227 0.119242 -0.254020  -0.039
H43 -0.607961 0.342314 1.789166  -0.708
H44 -6.012370 0.261210 -3.847565  0.425
H45 -3.815011 2.461950 1.020530  0.232
H46 -2.107707 -3.914657 3.657882  0.248
H47 -3.146237 -3.265825 -3.170503  -0.178
H48 2.357155 -2.339117 2.933828  0.524
H49 -1.556784 -3.715426 -3.762105  0.313
H50 4.312610 -2.910489 -2.424760  0.262
H51 -4.906092 -1.619096 -2.666774  0.311
H52 0.922072 3.355061 6.141192  0.475
H53 -1.050439 -1.409837 -4.431245  0.507
H54 1.738216 -3.291893 0.333085  -0.256
H55 1.431145 -4.808162 1.181913  0.586
H56 -3.430515 -2.771893 3.761893  0.262
H57 0.374710 5.399462 2.257629  0.611
H58 6.086893 0.256034 1.551162  0.250
H59 5.532056 -1.150724 -1.075988  0.413
H60 1.864042 0.643044 0.759042  -1.352
H61 -1.798256 0.272439 0.456959  -0.209
H62 -5.662143 1.348604 -2.479612  0.366
H63 3.867427 2.043518 -4.021793  0.419
H64 -1.947933 0.863132 -2.703781  -0.429
H65 -1.034771 3.046556 4.776901  0.479
H66 -1.798315 -0.877902 3.358788  0.211
H67 1.438336 4.613271 1.127597  0.145
H68 -2.453798 -5.470735 0.021879  0.169
H69 -0.404308 4.381204 -0.519134  -0.076
H70 1.183429 -0.279774 3.481065  0.080
H71 -3.937151 -5.658110 0.953834  0.444
H72 -3.182013 -1.952377 -0.535007  -0.446
H73 2.432408 -1.535265 -1.763532  -0.404
H74 3.008247 2.946401 5.242774  0.231
H75 -5.567602 -0.553815 1.151439  0.270
H76 1.484401 2.226197 -1.227443  -0.157
H77 3.586437 -3.200013 -4.037556  0.347
H78 -0.337991 -5.357105 -0.564891  0.150
H79 -3.940329 -1.095053 1.697784  -0.264
H80 -5.368366 1.494127 2.517753  0.427
H81 -3.429714 -4.060501 -5.281919  0.324
H82 0.989698 1.697183 5.640652  0.275
H83 -0.469679 -2.048211 3.381851  0.196
H84 0.203169 -3.564735 1.182433  -0.223
H85 2.397054 1.708315 3.154035  -0.237
H86 5.331274 2.011719 0.335067  -0.104
H87 -1.616286 -2.093209 2.067978  -0.287
H88 -2.476584 5.073861 0.032231  0.311
H89 -6.026856 -0.890267 -1.561867  0.392
H90 2.944838 -0.918128 -3.324482  0.337

Cartesian forces, eV/Å:
O -0.4 -0.1 0.2
O -0.1 -0.1 0.1
O 0.1 -0.2 -0.4
O -0.2 0.5 -0.4
O -0.4 0.1 0.1
O 0.2 0.1 -0.1
O -0.5 -0.5 0.8
O 0.4 0.6 0.0
O 0.8 0.1 -0.1
O -0.4 0.4 -0.4
O 0.0 0.0 -0.1
O -0.2 -0.5 0.6
O 0.0 0.0 -0.1
O 0.1 -0.4 -0.4
O 0.0 -0.8 0.4
C -0.7 1.0 0.6
C -0.3 -0.1 0.6
C 0.3 0.9 0.0
C -0.2 0.3 -0.1
C -1.1 -0.5 -0.2
C -0.9 -0.1 -0.2
C -0.5 -0.4 0.5
C 0.8 -1.0 0.0
C -0.3 0.2 0.5
C 0.2 0.2 -0.4
C -0.2 -0.5 0.8
C 0.0 0.6 -0.1
C 0.2 -0.1 0.0
C 0.2 -0.7 0.6
C 0.0 0.8 -0.4
C 0.3 -1.2 -0.1
C -0.5 0.0 0.0
C -0.2 -0.1 -0.2
C 0.2 -0.3 0.2
C 0.3 0.1 -0.5
C -0.4 0.3 0.2
C 0.2 0.1 -0.1
C -0.1 -0.3 0.4
C -0.6 0.9 0.1
C 0.5 0.3 -0.2
C 0.1 0.0 0.2
C -0.2 0.6 0.7
C -0.3 0.7 -0.2
C -0.3 -0.7 0.5
C -0.2 -0.4 -0.3
H 0.3 -0.1 0.2
H 0.1 0.0 0.1
H 0.3 -0.2 0.2
H 0.0 -0.2 -0.1
H 0.2 0.0 -0.1
H 0.2 0.1 0.3
H -0.2 -0.1 0.1
H -0.2 -0.1 0.3
H 0.1 -0.1 -0.1
H 0.4 0.0 0.4
H 0.2 0.4 -0.2
H -0.2 0.1 0.0
H 0.2 0.0 -0.1
H 0.1 0.0 -0.1
H 0.1 -0.1 -0.4
H -0.1 0.0 -0.2
H -0.1 -0.1 0.2
H 0.0 0.0 -0.1
H -0.2 0.1 0.0
H -0.1 -0.3 0.3
H 0.0 0.0 0.1
H -0.2 0.1 0.0
H -0.1 0.3 0.3
H 0.1 0.0 0.0
H 0.0 -0.4 0.1
H 0.2 0.0 0.1
H 0.0 -0.2 -0.1
H 0.0 -0.2 0.1
H 0.1 0.1 0.1
H -0.2 0.2 -0.2
H 0.1 0.0 0.0
H 0.0 0.0 0.0
H 0.2 -0.2 -0.6
H 0.0 0.1 0.0
H 0.0 0.1 0.0
H 0.1 -0.1 0.0
H 0.2 0.0 -0.4
H 0.1 0.4 0.0
H 0.1 0.1 -0.1
H -0.2 -0.1 0.0
H 0.0 -0.2 0.1
H -0.1 -0.2 -0.3
H 0.1 -0.4 -0.2
H -0.2 0.0 0.3
H 0.1 -0.1 -0.1
H 0.1 0.0 0.4
H 0.0 0.1 -0.1
H 0.0 -0.1 0.0
H -0.1 -0.1 -0.2
H 0.0 0.0 -0.1
H 0.3 0.2 -0.1
H 0.2 0.3 -0.3
H 0.0 0.0 -0.2
H -0.1 0.0 0.0
H 0.0 -0.1 -0.3
H 0.1 0.0 -0.1
H -0.2 -0.1 0.0
H 0.2 0.2 -0.2
H -0.2 0.6 -0.2
H -0.3 0.3 -0.2
H 0.1 -0.2 0.1
H 0.1 0.2 -0.2
H -0.2 0.2 -0.1
H 0.6 0.1 0.1
H -0.1 -0.3 0.0
H 0.0 -0.1 0.0
H -0.1 -0.3 -0.1
H 0.2 0.0 0.1
H 0.2 -0.2 -0.1
H 0.1 0.1 -0.1
H 0.1 -0.1 0.0
H 0.4 -0.4 0.3
H -0.1 0.1 -0.1
H 0.0 0.0 -0.1
H 0.2 -0.2 0.0
H 0.2 0.3 -0.1
H 0.1 0.0 0.0
H 0.3 -0.2 -0.1
H 0.0 -0.1 -0.1
H 0.2 0.0 0.0
H 0.1 0.0 0.0
H 0.2 0.2 -0.3
H 0.0 0.1 0.1
H 0.0 0.0 -0.2
H 0.2 0.2 -0.4
H -0.3 0.0 -0.1
H -0.3 0.0 0.1
H 0.2 0.1 0.0
H 0.2 0.2 0.0
H 0.0 0.0 -0.1

Summary:
E_tot	-2325.48830	Eh
energy above the lowest of the compared OMol25 structures with the same formula, charge and spin	342.3	kJ/mol
HOMO-LUMO gap	0.3587	Ha